Computed, not measured: an isolated ion of composition C2H6N and charge +1 at a distorted geometry, with the ωB97M-V functional and the def2-TZVPD basis.

Positions of all 9 atoms, in Å:
C  -0.726215  -0.488565  0.013399
C  -0.144791  0.891572  -0.017213
N  0.739836  -0.368702  -0.018221
H  -1.062721  -0.957163  0.964299
H  -1.169372  -0.988302  -0.848781
H  -0.135852  1.449743  -0.951955
H  -0.049884  1.566525  0.843129
H  1.153223  -0.661463  0.953849
H  1.212256  -0.636529  -0.997739

Cartesian forces (eV/Å) of the 6 atoms listed first:
C -0.70 -0.34 0.89
C 0.08 -0.72 -0.06
N 1.55 -0.43 -0.47
H 0.10 0.77 -0.73
H 0.11 0.59 0.03
H 0.09 -0.46 0.02

The energy above the lowest of the compared OMol25 structures with the same formula, charge and spin is 81.6 kJ/mol. The electronic energy is -134.24048 Ha. The SMILES is C1C[NH2+]1. Its total charge is +1. The molar mass is 44.08 g/mol. Its gap between HOMO and LUMO is 14.38 eV.